# 1
C4H6O2S2 | ωB97M-V/def2-TZVPD

Kohn-Sham gap in eV: 7.49
Relative energy (zero: lowest compared OMol25 entry of this formula, charge and spin) in kcal per mole: 170.1
Charge: 0

Last column: natural (NBO) charge in e.
Geometry (Å):
1 C -1.0157 0.7097 -0.4288  -0.09
2 C -0.3615 -0.2207 0.7610  0.03
3 C 0.7579 -1.2181 0.1141  -0.18
4 C 2.0156 -0.5910 -0.4394  -0.36
5 H 0.1298 3.0469 -0.6688  0.50
6 H -1.3453 0.0579 -1.5817  0.19
7 H -1.9979 1.1296 0.1958  0.22
8 H 0.0703 0.6388 1.3774  0.22
9 H -2.1257 -1.1697 1.1113  0.48
10 H 2.0579 -0.8134 -1.5492  0.24
11 O 0.1229 1.7381 -0.6741  -0.82
12 O -1.4610 -0.5545 1.5419  -0.71
13 S 0.0621 -2.5338 -0.4133  0.09
14 S 3.0906 -0.2198 0.6537  0.19

Atomic forces in eV per Å
C -0.3 0.7 -0.4
C 0.8 3.6 -0.9
C -3.2 3.3 0.1
C -1.7 -2.4 -0.4
H -1.2 -6.2 0.1
H 1.1 2.2 3.7
H 2.6 -0.7 -2.3
H 0.2 -1.5 -0.8
H 1.5 0.8 0.4
H 0.6 0.9 1.2
O -0.9 3.3 -0.2
O -0.8 -2.6 -0.1
S 0.2 -2.1 -0.5
S 1.2 0.8 0.2

***

# 2
C4H6O2S2 | ωB97M-V/def2-TZVPD

Kohn-Sham gap in eV: 9.02
Relative energy (zero: lowest compared OMol25 entry of this formula, charge and spin) in kcal per mole: 34.6
SMILES: OC[C@@H]1CSC(=S)O1
Charge: 0

Last column: natural (NBO) charge in e.
Geometry (Å):
1 O -0.5284 -1.3434 -1.3797  -0.69
2 C -1.1456 -0.9229 -0.1742  -0.08
3 C -0.2785 -0.0712 0.7293  0.05
4 C -0.1151 1.3812 0.2764  -0.59
5 S 1.3042 1.3551 -0.7877  0.32
6 C 1.8877 -0.1007 -0.0157  -0.02
7 S 3.3925 -0.6894 -0.1680  -0.01
8 O 0.9673 -0.6380 0.8547  -0.47
9 H -0.3717 -0.5332 -1.9160  0.47
10 H -2.0339 -0.3013 -0.3054  0.16
11 H -1.4031 -1.8230 0.2712  0.19
12 H -0.6775 -0.1268 1.7368  0.21
13 H -0.9895 1.7899 -0.2919  0.24
14 H -0.0084 2.0236 1.1702  0.23

Atomic forces in eV per Å
O 0.0 1.5 -0.5
C 0.3 1.3 -1.0
C -1.3 0.2 0.1
C -1.5 0.8 0.4
S 0.4 0.0 -0.1
C 0.4 -0.8 1.0
S -0.5 0.1 -0.1
O 2.8 0.1 -1.0
H 0.0 -0.9 0.3
H -0.4 -0.3 -0.4
H -0.6 -1.6 1.3
H -0.5 0.3 0.1
H 0.6 -0.6 0.5
H 0.3 -0.1 -0.5

***

# 3
C4H6O2Si | ωB97M-V/def2-TZVPD

Kohn-Sham gap (spin up / spin down) in eV: 7.22 / 7.22
Relative energy (zero: lowest compared OMol25 entry of this formula, charge and spin) in kcal per mole: 67.6
SMILES: C=CC=[SiH2].O=C=O
Charge: 0

Last column: natural (NBO) charge in e.
Geometry (Å):
1 C -1.6787 -0.4227 0.1265  -0.43
2 C -0.8132 -0.9622 -0.7910  -0.21
3 C 0.3522 -0.3089 -1.3872  -0.85
4 Si 1.0744 1.3030 -1.1209  1.00
5 H -1.5076 0.5042 0.6467  0.18
6 H -2.6686 -0.9143 0.2763  0.20
7 H -0.8029 -2.0357 -0.8786  0.20
8 H 0.8760 -1.1247 -1.8925  0.24
9 H 0.3647 2.4887 -0.6624  -0.17
10 H 2.3817 1.7052 -1.5212  -0.17
11 O 1.5367 0.1172 1.5457  -0.52
12 C 0.8025 -0.0733 2.3968  1.03
13 O 0.0829 -0.2766 3.2618  -0.50

Atomic forces in eV per Å
C -0.4 -1.4 -1.2
C -0.1 1.8 2.0
C 0.6 0.5 0.5
Si -1.6 -2.1 -0.5
H -0.1 0.6 -0.4
H 1.2 0.2 0.4
H -0.8 -0.3 -0.9
H 0.7 0.8 -0.1
H -0.4 0.0 0.3
H 0.9 -0.1 -0.5
O 1.6 0.5 -1.5
C -0.4 -0.3 0.5
O -1.1 -0.2 1.3

***

# 4
C4H6O3Pt | ωB97M-V/def2-TZVPD

Kohn-Sham gap (spin up / spin down) in eV: 8.49 / 8.08
Relative energy (zero: lowest compared OMol25 entry of this formula, charge and spin) in kcal per mole: 34.2
Charge: +2
2S+1: 3

Last column: natural (NBO) charge in e.
Geometry (Å):
1 C -3.4447 -0.1016 0.7998  0.74
2 C -2.1784 -0.1613 0.9497  -0.52
3 O -4.6516 0.0767 0.9356  -0.48
4 H -1.9395 -1.2023 1.3594  0.35
5 H -1.5689 0.7464 0.9074  0.34
6 H -5.1595 0.2255 0.1089  0.57
7 O 0.5079 0.2003 0.0483  -0.50
8 C 1.3397 1.0430 -0.1894  0.57
9 O 2.5986 0.6441 -0.6783  -0.53
10 Pt 2.4230 2.4750 -0.7797  1.02
11 C 2.9490 -0.7378 -0.8354  -0.28
12 H 2.8920 -1.2382 0.1380  0.25
13 H 2.2612 -1.2148 -1.5429  0.24
14 H 3.9712 -0.7549 -1.2213  0.25

Atomic forces in eV per Å
C 0.0 1.0 0.5
C -0.9 -1.6 1.0
O 0.3 0.2 -0.3
H 0.5 1.3 -0.9
H 0.0 -0.6 0.0
H -0.3 -0.5 -0.2
O 1.6 3.1 -0.2
C -3.3 -4.4 0.7
O 1.3 -5.1 0.2
Pt 0.2 7.6 -0.7
C 0.9 -1.7 -0.4
H 0.0 0.3 -0.2
H 0.1 0.3 0.2
H -0.3 0.0 0.1

***

Question: Which formula does entry 4 have?
Answer: C4H6O3Pt

***

Please write out number 4 again, unchanged.
C4H6O3Pt | ωB97M-V/def2-TZVPD

Kohn-Sham gap (spin up / spin down) in eV: 8.49 / 8.08
Relative energy (zero: lowest compared OMol25 entry of this formula, charge and spin) in kcal per mole: 34.2
Charge: +2
2S+1: 3

Last column: natural (NBO) charge in e.
Geometry (Å):
1 C -3.4447 -0.1016 0.7998  0.74
2 C -2.1784 -0.1613 0.9497  -0.52
3 O -4.6516 0.0767 0.9356  -0.48
4 H -1.9395 -1.2023 1.3594  0.35
5 H -1.5689 0.7464 0.9074  0.34
6 H -5.1595 0.2255 0.1089  0.57
7 O 0.5079 0.2003 0.0483  -0.50
8 C 1.3397 1.0430 -0.1894  0.57
9 O 2.5986 0.6441 -0.6783  -0.53
10 Pt 2.4230 2.4750 -0.7797  1.02
11 C 2.9490 -0.7378 -0.8354  -0.28
12 H 2.8920 -1.2382 0.1380  0.25
13 H 2.2612 -1.2148 -1.5429  0.24
14 H 3.9712 -0.7549 -1.2213  0.25

Atomic forces in eV per Å
C 0.0 1.0 0.5
C -0.9 -1.6 1.0
O 0.3 0.2 -0.3
H 0.5 1.3 -0.9
H 0.0 -0.6 0.0
H -0.3 -0.5 -0.2
O 1.6 3.1 -0.2
C -3.3 -4.4 0.7
O 1.3 -5.1 0.2
Pt 0.2 7.6 -0.7
C 0.9 -1.7 -0.4
H 0.0 0.3 -0.2
H 0.1 0.3 0.2
H -0.3 0.0 0.1